Entry 1:
Entry from the Open Molecules 2025 dataset: a 10-piece molecular cluster, C42H84BrF9N10O12S2 overall in a non-equilibrium geometry (ωB97M-V with the def2-TZVPD basis set).

Calculated values
Highest occupied orbital energy ... -7.42 eV
DFT total energy ... -7370.3527 Eh
SMILES ... CCN[C@H]1[C@H](CSCC)[C@H](CCC(F)(F)C(F)(F)C(F)(F)C(F)(F)F)OS(=O)(=O)[C@H]1Br.CNC(C)=O.CNC(C)=O.CNC(C)=O.CNC(C)=O.CNC(C)=O.CNC(C)=O.CNC(C)=O.CNC(C)=O.CNC(C)=O
Frontier orbital gap ... 7.62 eV

CARTESIAN COORDINATES (ANGSTROEM)
C (2.40, 2.64, 4.85)
C (2.79, 2.04, 3.41)
N (2.06, 2.91, 2.41)
C (2.44, 2.55, 1.02)
C (1.17, 2.02, 0.15)
C (0.12, 1.22, 1.03)
S (-1.18, 2.49, 1.56)
C (-1.83, 2.05, 3.23)
C (-2.66, 0.66, 3.15)
C (1.65, 1.27, -1.18)
C (1.59, -0.32, -1.13)
C (2.38, -0.98, 0.09)
C (3.55, -1.97, -0.32)
F (3.29, -2.68, -1.56)
F (3.58, -3.00, 0.71)
C (5.00, -1.29, -0.29)
F (5.00, 0.10, -0.28)
F (5.62, -1.68, 0.93)
C (6.00, -1.75, -1.44)
F (7.26, -1.19, -1.12)
F (6.18, -3.14, -1.45)
C (5.64, -1.22, -2.91)
F (4.45, -0.52, -2.99)
F (6.65, -0.47, -3.47)
F (5.49, -2.36, -3.72)
O (2.97, 1.66, -1.66)
S (3.16, 3.31, -1.61)
O (4.52, 3.67, -2.18)
O (2.03, 3.98, -2.31)
C (3.07, 3.79, 0.20)
Br (2.03, 5.46, 0.33)
H (2.74, 3.73, 4.91)
H (1.26, 2.64, 4.90)
H (2.84, 2.05, 5.71)
H (3.91, 2.26, 3.29)
H (2.54, 0.94, 3.30)
H (2.34, 3.86, 2.67)
H (3.27, 1.78, 1.09)
H (0.64, 2.98, -0.20)
H (-0.46, 0.41, 0.49)
H (0.62, 0.80, 1.97)
H (-0.98, 1.98, 3.99)
H (-2.53, 2.91, 3.54)
H (-3.69, 0.89, 2.71)
H (-2.77, 0.27, 4.21)
H (-2.06, -0.04, 2.48)
H (0.91, 1.58, -2.01)
H (1.95, -0.69, -2.15)
H (0.50, -0.66, -1.07)
H (1.62, -1.62, 0.66)
H (2.80, -0.26, 0.85)
H (4.16, 3.89, 0.55)
C (7.77, -6.32, 0.98)
N (7.17, -6.27, 2.30)
C (6.09, -5.56, 2.71)
C (5.38, -4.70, 1.69)
O (5.71, -5.63, 3.87)
H (7.76, -7.36, 0.64)
H (8.81, -5.99, 1.06)
H (7.25, -5.70, 0.27)
H (7.59, -6.82, 3.04)
H (4.54, -4.20, 2.16)
H (6.07, -3.95, 1.31)
H (5.00, -5.32, 0.88)
C (8.72, 4.21, 4.78)
N (7.35, 4.58, 4.49)
C (6.54, 4.11, 3.50)
C (7.10, 3.08, 2.56)
O (5.40, 4.53, 3.40)
H (8.77, 3.82, 5.80)
H (9.34, 5.11, 4.71)
H (9.10, 3.47, 4.08)
H (6.90, 5.27, 5.08)
H (6.34, 2.80, 1.83)
H (7.96, 3.48, 2.03)
H (7.39, 2.18, 3.12)
C (3.06, -5.90, 5.87)
N (2.59, -4.55, 6.15)
C (2.39, -3.97, 7.35)
C (2.66, -4.78, 8.59)
O (1.99, -2.81, 7.41)
H (3.97, -5.83, 5.28)
H (2.29, -6.41, 5.27)
H (3.25, -6.47, 6.77)
H (2.39, -3.95, 5.37)
H (2.45, -4.18, 9.47)
H (2.02, -5.66, 8.61)
H (3.71, -5.08, 8.62)
C (-4.61, 4.69, -2.10)
N (-3.95, 4.50, -0.83)
C (-3.40, 5.45, -0.02)
C (-3.47, 6.88, -0.46)
O (-2.88, 5.11, 1.04)
H (-5.63, 4.30, -2.02)
H (-4.07, 4.12, -2.86)
H (-4.64, 5.74, -2.40)
H (-3.87, 3.56, -0.47)
H (-2.99, 7.51, 0.29)
H (-2.94, 7.01, -1.41)
H (-4.51, 7.20, -0.57)
C (2.31, -6.13, -0.72)
N (1.31, -7.15, -0.50)
C (1.35, -8.18, 0.39)
C (2.56, -8.31, 1.28)
O (0.41, -8.97, 0.45)
H (1.84, -5.15, -0.55)
H (2.63, -6.19, -1.77)
H (3.17, -6.23, -0.07)
H (0.47, -7.14, -1.06)
H (2.44, -9.18, 1.93)
H (3.45, -8.45, 0.67)
H (2.66, -7.42, 1.90)
C (-8.88, 6.10, -5.23)
N (-8.22, 5.90, -3.95)
C (-7.67, 6.84, -3.13)
C (-7.73, 8.28, -3.56)
O (-7.14, 6.50, -2.08)
H (-9.89, 5.71, -5.15)
H (-8.34, 5.53, -5.99)
H (-8.91, 7.15, -5.51)
H (-8.13, 4.96, -3.60)
H (-7.25, 8.90, -2.81)
H (-7.20, 8.41, -4.51)
H (-8.77, 8.59, -3.67)
C (-7.52, 0.17, -2.52)
N (-6.22, 0.79, -2.42)
C (-5.47, 1.00, -1.30)
C (-6.02, 0.53, 0.02)
O (-4.38, 1.55, -1.39)
H (-7.43, -0.69, -3.19)
H (-8.21, 0.89, -2.96)
H (-7.90, -0.16, -1.56)
H (-5.78, 1.13, -3.26)
H (-5.30, 0.76, 0.81)
H (-6.96, 1.04, 0.23)
H (-6.17, -0.55, 0.00)
C (-6.11, 1.33, -8.03)
N (-6.72, 1.35, -6.72)
C (-7.81, 2.06, -6.31)
C (-8.50, 2.93, -7.32)
O (-8.20, 1.96, -5.15)
H (-6.12, 0.30, -8.39)
H (-5.07, 1.66, -7.93)
H (-6.63, 1.97, -8.74)
H (-6.30, 0.79, -5.98)
H (-9.35, 3.42, -6.84)
H (-7.82, 3.70, -7.68)
H (-8.88, 2.32, -8.14)
C (-3.08, -5.62, -3.22)
N (-3.43, -4.42, -2.50)
C (-3.01, -4.02, -1.26)
C (-2.05, -4.92, -0.53)
O (-3.41, -2.97, -0.79)
H (-2.63, -5.33, -4.17)
H (-4.00, -6.18, -3.43)
H (-2.39, -6.25, -2.67)
H (-4.07, -3.76, -2.93)
H (-1.81, -4.47, 0.44)
H (-2.51, -5.89, -0.35)
H (-1.13, -5.03, -1.10)

=====

Entry 2:
Entry from the Open Molecules 2025 dataset: C28H19BiCl5N3O7S3 as an isolated structure (ωB97M-V with the def2-TZVPD basis set).

Calculated values
Highest occupied orbital energy ... -3.17 eV
DFT total energy ... -5479.6294 Eh
Net charge ... -2
Relative energy (zero: lowest compared OMol25 entry of this formula, charge and spin) ... 0.00 kJ/mol
Frontier orbital gap ... 7.21 eV

CARTESIAN COORDINATES (ANGSTROEM)
Bi (-1.10, -0.69, -0.30)
C (-2.57, -5.08, -4.16)
S (-3.80, -4.22, -3.13)
C (-2.77, -3.46, -1.89)
S (-1.17, -3.00, -2.21)
N (-3.43, -3.30, -0.78)
N (-2.75, -2.65, 0.21)
C (-3.16, -2.90, 1.39)
C (-2.50, -2.43, 2.60)
C (-3.21, -2.35, 3.80)
C (-2.57, -1.86, 4.92)
C (-1.23, -1.52, 4.84)
C (-0.59, -1.68, 3.62)
N (-1.19, -2.14, 2.53)
H (-3.05, -5.30, -5.11)
H (-2.27, -6.00, -3.67)
H (-1.72, -4.41, -4.29)
H (-4.03, -3.55, 1.51)
H (-4.26, -2.62, 3.82)
H (-3.11, -1.74, 5.85)
H (-0.70, -1.11, 5.68)
H (0.47, -1.46, 3.51)
Cl (-4.79, 0.14, -1.04)
C (-3.66, 0.39, -2.31)
C (-2.31, 0.04, -2.21)
C (-1.55, 0.17, -3.38)
Cl (0.12, -0.26, -3.41)
C (-2.09, 0.64, -4.58)
Cl (-1.12, 0.73, -6.01)
C (-3.42, 1.03, -4.63)
Cl (-4.09, 1.64, -6.11)
C (-4.20, 0.91, -3.50)
Cl (-5.86, 1.39, -3.58)
O (-2.49, 2.50, 1.13)
S (-2.13, 1.26, 1.78)
O (-2.65, 1.13, 3.14)
O (-0.66, 0.99, 1.73)
O (-2.70, 0.08, 0.94)
O (1.73, 0.30, 1.12)
C (2.26, 1.38, 0.36)
C (1.18, 1.98, -0.61)
O (1.37, 3.14, -0.98)
O (0.28, 1.19, -1.02)
C (3.40, 0.85, -0.48)
C (4.01, -0.36, -0.14)
C (5.11, -0.82, -0.84)
C (5.62, -0.09, -1.91)
C (5.00, 1.10, -2.27)
C (3.91, 1.57, -1.56)
C (2.73, 2.46, 1.34)
C (1.78, 3.10, 2.14)
C (2.18, 3.99, 3.13)
C (3.52, 4.27, 3.33)
C (4.47, 3.67, 2.52)
C (4.08, 2.77, 1.53)
H (0.87, 0.60, 1.45)
H (3.61, -0.92, 0.69)
H (5.59, -1.75, -0.54)
H (6.48, -0.45, -2.46)
H (5.38, 1.68, -3.10)
H (3.43, 2.50, -1.84)
H (0.73, 2.88, 2.00)
H (1.42, 4.48, 3.74)
H (3.83, 4.96, 4.11)
H (5.52, 3.88, 2.66)
H (4.83, 2.30, 0.92)

=====

Entry 3:
Entry from the Open Molecules 2025 dataset: a 2-piece molecular cluster, C9H14O overall in a non-equilibrium geometry (ωB97M-V with the def2-TZVPD basis set).

Calculated values
Spin multiplicity ... 2
Highest occupied orbital energy (alpha / beta) ... 1.06 / -3.47 eV
DFT total energy ... -426.4825 Eh
Net charge ... -1
Relative energy (zero: lowest compared OMol25 entry of this formula, charge and spin) ... 109.72 kJ/mol
Frontier orbital gap (alpha / beta) ... 2.70 / 7.13 eV
⟨S²⟩ ... 0.76

CARTESIAN COORDINATES (ANGSTROEM)
C (-2.32, 0.32, 2.49)
C (-2.25, -0.98, 1.64)
H (-2.45, 0.01, 3.52)
H (-1.31, 0.78, 2.39)
H (-3.06, 1.08, 2.24)
H (-3.09, -1.60, 1.96)
H (-1.34, -1.47, 1.97)
H (-2.33, -0.59, 0.62)
C (-0.15, -1.88, -1.58)
C (2.13, 1.63, -0.57)
C (2.30, 0.97, -1.80)
C (1.22, 1.03, 0.36)
C (1.50, -0.10, -2.13)
C (0.57, -0.18, 0.10)
C (0.64, -0.69, -1.23)
O (2.78, 2.80, -0.19)
H (2.84, 1.43, -2.61)
H (3.02, 3.42, -0.88)
H (0.91, 1.61, 1.23)
H (1.59, -0.53, -3.14)
H (-0.11, -0.56, 0.85)
H (-0.02, -2.82, -1.03)
H (0.14, -2.27, -2.56)
H (-1.21, -1.42, -1.64)

=====

Entry 4:
Entry from the Open Molecules 2025 dataset: C15H12N5O2RuS2Se5 as an isolated structure in a non-equilibrium geometry (ωB97M-V with the def2-TZVPD basis set).

Calculated values
Highest occupied orbital energy (alpha / beta) ... -9.79 / -9.79 eV
DFT total energy ... -13901.2563 Eh
Net charge ... +1
Relative energy (zero: lowest compared OMol25 entry of this formula, charge and spin) ... 127.94 kJ/mol
Frontier orbital gap (alpha / beta) ... 4.05 / 4.05 eV

CARTESIAN COORDINATES (ANGSTROEM)
Ru (1.11, -0.29, -0.45)
O (-2.89, 1.54, -1.65)
C (-3.52, 1.34, -0.47)
C (-4.82, 1.83, -0.33)
C (-5.51, 1.64, 0.85)
C (-4.91, 0.98, 1.92)
C (-3.62, 0.51, 1.80)
C (-2.91, 0.67, 0.61)
C (-1.54, 0.15, 0.50)
O (-0.89, 0.22, -0.64)
N (-0.99, -0.39, 1.55)
N (0.29, -0.85, 1.34)
C (0.74, -1.49, 2.39)
S (2.22, -2.37, 2.41)
C (2.34, -2.32, 4.23)
C (0.95, -2.59, 4.75)
S (-0.22, -1.51, 3.84)
H (-2.04, 1.09, -1.59)
H (-5.26, 2.35, -1.17)
H (-6.52, 2.01, 0.94)
H (-5.45, 0.84, 2.84)
H (-3.14, 0.00, 2.62)
H (2.70, -1.33, 4.51)
H (3.06, -3.08, 4.53)
H (0.86, -2.35, 5.81)
H (0.64, -3.62, 4.58)
Se (3.31, -1.17, -0.34)
Se (4.82, 0.11, 0.64)
Se (3.57, 2.31, 0.73)
Se (1.42, 2.00, 0.34)
Se (5.14, -0.98, -3.34)
N (4.27, -0.32, -4.69)
C (3.05, 0.04, -4.33)
C (2.08, 0.65, -5.17)
C (0.90, 1.01, -4.58)
C (0.66, 0.77, -3.22)
N (1.53, 0.17, -2.41)
C (2.71, -0.19, -2.96)
N (3.68, -0.74, -2.24)
H (2.29, 0.83, -6.21)
H (0.13, 1.50, -5.16)
H (-0.26, 1.07, -2.76)

=====

Entry 5:
Entry from the Open Molecules 2025 dataset: C18H33BN5O3PtS as an isolated structure in a non-equilibrium geometry (ωB97M-V with the def2-TZVPD basis set).

Calculated values
Spin multiplicity ... 5
Highest occupied orbital energy (alpha / beta) ... -16.34 / -17.73 eV
DFT total energy ... -1746.5023 Eh
Net charge ... +3
Relative energy (zero: lowest compared OMol25 entry of this formula, charge and spin) ... 78.43 kJ/mol
Frontier orbital gap (alpha / beta) ... 7.95 / 4.91 eV
⟨S²⟩ ... 6.04

CARTESIAN COORDINATES (ANGSTROEM)
Pt (0.51, 2.49, 0.49)
N (0.95, 2.59, 3.18)
N (2.30, 2.72, 3.53)
C (3.32, 2.67, 2.66)
N (4.55, 2.82, 3.12)
S (3.11, 2.40, 0.98)
H (0.42, 3.33, 3.64)
H (0.59, 1.69, 3.50)
H (2.52, 2.84, 4.52)
H (4.76, 3.00, 4.09)
H (5.34, 2.80, 2.49)
C (1.03, 3.87, -2.37)
N (0.13, 2.81, -1.95)
C (0.49, 1.56, -2.60)
C (-1.28, 3.16, -2.15)
C (-2.25, 2.37, -1.26)
N (-2.14, 2.72, 0.15)
C (-2.77, 1.75, 1.02)
C (-2.65, 4.05, 0.46)
H (0.96, 4.01, -3.45)
H (2.06, 3.59, -2.14)
H (0.80, 4.82, -1.89)
H (0.40, 1.66, -3.68)
H (-0.16, 0.75, -2.28)
H (1.53, 1.31, -2.36)
H (-1.55, 2.96, -3.20)
H (-1.41, 4.23, -1.98)
H (-2.06, 1.30, -1.37)
H (-3.27, 2.56, -1.62)
H (-3.86, 1.73, 0.86)
H (-2.59, 2.01, 2.06)
H (-2.39, 0.75, 0.83)
H (-3.73, 4.09, 0.32)
H (-2.20, 4.81, -0.17)
H (-2.44, 4.29, 1.50)
O (0.81, 5.49, 0.90)
C (0.38, 4.45, 0.81)
C (-1.21, -6.24, -0.02)
C (-0.22, -5.39, -0.88)
C (1.07, -6.25, -0.91)
C (-0.78, -5.26, -2.28)
C (0.01, -4.09, -0.18)
C (0.60, -4.10, 1.12)
C (0.91, -2.96, 1.82)
C (0.59, -1.74, 1.22)
O (0.75, -0.49, 1.64)
B (0.26, 0.38, 0.64)
O (-0.25, -0.42, -0.39)
C (-0.04, -1.72, -0.06)
C (-0.33, -2.86, -0.76)
H (-1.38, -7.17, -0.54)
H (-2.14, -5.69, 0.08)
H (-0.83, -6.46, 0.97)
H (0.85, -7.18, -1.43)
H (1.46, -6.50, 0.07)
H (1.84, -5.70, -1.46)
H (-0.90, -6.26, -2.71)
H (-0.11, -4.70, -2.93)
H (-1.76, -4.78, -2.29)
H (0.83, -5.05, 1.59)
H (1.37, -3.00, 2.79)
H (-0.78, -2.81, -1.73)

=====

Entry 6:
Entry from the Open Molecules 2025 dataset: C43H55CdCl3N5OP2Si as an isolated structure (ωB97M-V with the def2-TZVPD basis set).

Calculated values
Highest occupied orbital energy ... -10.01 eV
DFT total energy ... -4540.7124 Eh
Net charge ... +1
Relative energy (zero: lowest compared OMol25 entry of this formula, charge and spin) ... 52.29 kJ/mol
Frontier orbital gap ... 5.35 eV

CARTESIAN COORDINATES (ANGSTROEM)
Cd (-0.14, -1.35, -1.19)
C (3.67, -2.01, -1.45)
Si (2.30, -0.81, -1.12)
C (2.51, -0.07, 0.60)
C (3.66, 0.72, 0.71)
C (3.98, 1.39, 1.88)
C (3.12, 1.30, 2.97)
C (1.98, 0.53, 2.88)
C (1.65, -0.17, 1.71)
P (0.11, -1.17, 1.65)
C (-1.03, -0.34, 2.85)
C (-2.47, -0.32, 2.30)
C (-3.38, 0.55, 3.17)
C (-3.36, 0.07, 4.62)
C (-1.93, 0.01, 5.16)
C (-1.05, -0.87, 4.29)
C (0.56, -2.81, 2.39)
C (0.92, -3.78, 1.25)
C (1.64, -5.01, 1.78)
C (3.01, -4.62, 2.36)
C (3.02, -3.18, 2.89)
C (1.66, -2.82, 3.48)
C (2.38, 0.62, -2.35)
C (3.52, 0.77, -3.14)
C (3.61, 1.75, -4.12)
C (2.53, 2.60, -4.34)
C (1.39, 2.47, -3.56)
C (1.30, 1.51, -2.55)
P (-0.16, 1.43, -1.44)
C (0.26, 2.65, -0.13)
C (0.85, 3.99, -0.61)
C (0.59, 5.10, 0.42)
C (0.71, 4.55, 1.84)
C (-0.42, 3.54, 2.12)
C (-0.91, 2.86, 0.84)
C (-1.60, 1.97, -2.45)
C (-1.90, 3.47, -2.57)
C (-3.10, 3.72, -3.49)
C (-4.34, 2.98, -3.00)
C (-4.06, 1.48, -2.87)
C (-2.86, 1.24, -1.95)
H (4.65, -1.56, -1.29)
H (3.58, -2.86, -0.77)
H (3.63, -2.39, -2.48)
H (4.32, 0.83, -0.14)
H (4.88, 1.99, 1.94)
H (3.35, 1.82, 3.89)
H (1.32, 0.48, 3.75)
H (-0.68, 0.70, 2.87)
H (-2.47, 0.04, 1.26)
H (-2.86, -1.34, 2.27)
H (-3.03, 1.59, 3.13)
H (-4.39, 0.53, 2.78)
H (-3.98, 0.72, 5.25)
H (-3.80, -0.93, 4.67)
H (-1.51, 1.03, 5.17)
H (-1.92, -0.34, 6.19)
H (-0.05, -0.94, 4.71)
H (-1.46, -1.89, 4.28)
H (-0.38, -3.16, 2.84)
H (0.00, -4.06, 0.71)
H (1.57, -3.28, 0.52)
H (1.02, -5.48, 2.56)
H (1.76, -5.76, 1.00)
H (3.28, -5.30, 3.17)
H (3.79, -4.73, 1.60)
H (3.80, -3.05, 3.64)
H (3.25, -2.47, 2.08)
H (1.39, -3.56, 4.24)
H (1.71, -1.87, 4.01)
H (4.36, 0.10, -3.01)
H (4.51, 1.85, -4.71)
H (2.58, 3.36, -5.11)
H (0.56, 3.15, -3.74)
H (1.04, 2.11, 0.42)
H (1.93, 3.87, -0.75)
H (0.45, 4.29, -1.58)
H (1.30, 5.92, 0.26)
H (-0.41, 5.53, 0.28)
H (1.68, 4.07, 1.95)
H (0.67, 5.36, 2.57)
H (-0.05, 2.77, 2.81)
H (-1.26, 4.03, 2.62)
H (-1.40, 1.92, 1.07)
H (-1.67, 3.49, 0.36)
H (-1.37, 1.59, -3.45)
H (-2.12, 3.88, -1.58)
H (-1.04, 4.02, -2.95)
H (-3.30, 4.79, -3.56)
H (-2.85, 3.37, -4.50)
H (-4.64, 3.37, -2.02)
H (-5.18, 3.15, -3.68)
H (-4.93, 0.95, -2.49)
H (-3.84, 1.07, -3.86)
H (-3.10, 1.58, -0.94)
H (-2.67, 0.16, -1.88)
Cl (-1.09, 0.76, -6.52)
C (-0.39, -0.79, -6.05)
Cl (1.36, -0.75, -6.15)
Cl (-1.05, -2.10, -7.01)
C (-0.74, -1.03, -4.64)
N (-1.02, -1.21, -3.54)
O (-2.58, -2.78, 0.19)
N (-2.19, -3.18, -0.86)
N (-2.18, -4.54, -1.00)
C (-1.87, -5.59, -1.45)
C (-1.51, -6.77, -1.94)
C (-1.02, -6.82, -3.29)
N (-0.62, -6.85, -4.37)
C (-1.60, -7.94, -1.12)
N (-1.68, -8.88, -0.46)